# 1
{"formula": "C7H18CuNO6S", "method": "ωB97M-V/def2-TZVPD", "symbols": ["Cu", "S", "O", "O", "O", "O", "C", "C", "C", "O", "H", "H", "H", "H", "H", "H", "H", "C", "C", "C", "O", "C", "N", "H", "H", "H", "H", "H", "H", "H", "H", "H", "H", "H"], "coordinates": [[2.78750, 10.66121, -13.88155], [3.14672, 13.64525, -14.03236], [2.49316, 14.92693, -14.30978], [2.90825, 13.21538, -12.65359], [2.52771, 12.58920, -14.91809], [4.58118, 13.71261, -14.32842], [2.10875, 9.18645, -9.53596], [2.55286, 9.25237, -10.99273], [2.53092, 7.85117, -11.59259], [1.93404, 10.21086, -11.73774], [2.15273, 10.15483, -9.02725], [2.71601, 8.55040, -8.87325], [1.07012, 8.84277, -9.41976], [3.63859, 9.49930, -10.92007], [2.87883, 7.77182, -12.62582], [1.52719, 7.39795, -11.56512], [3.12777, 7.13892, -10.99640], [3.57421, 8.68151, -17.70108], [3.00919, 9.36266, -16.44175], [1.65359, 8.73344, -16.04869], [0.99830, 9.47882, -15.07403], [0.18241, 10.51123, -15.58815], [3.91798, 9.07656, -15.28809], [4.45328, 9.20690, -18.08174], [2.87294, 8.64288, -18.54491], [3.85659, 7.63232, -17.56672], [3.00623, 10.44560, -16.56786], [1.87210, 7.71139, -15.72762], [1.05328, 8.63880, -16.96592], [0.60700, 11.00805, -16.46748], [0.18167, 11.29897, -14.83103], [-0.83751, 10.16770, -15.79806], [3.82773, 8.11086, -14.99635], [4.85054, 9.21743, -15.66403]], "forces_ev_per_a": [[-0.320, 0.908, 1.220], [0.051, 0.272, 0.692], [-0.398, 0.642, -0.407], [0.070, -0.156, 0.656], [-0.413, -1.740, -0.833], [0.921, 0.001, -0.353], [-0.641, 0.076, 1.172], [0.895, 1.000, -0.769], [-0.399, -1.404, 0.297], [-0.023, -0.774, -0.532], [-0.023, 0.222, -0.496], [0.154, -0.304, -0.411], [-0.013, -0.008, -0.237], [0.291, -0.095, 0.089], [0.055, 0.440, -0.014], [-0.147, 0.359, -0.136], [0.220, 0.174, -0.015], [-0.282, -0.006, -0.712], [0.558, -1.704, 0.444], [0.447, 0.850, -1.312], [-0.143, -0.648, 0.057], [0.077, 0.955, 0.299], [-0.266, 0.995, -0.601], [0.064, 0.029, 0.181], [-0.161, 0.318, 0.141], [0.022, 0.050, 0.453], [-0.440, 0.074, 0.075], [-0.201, 0.009, 0.451], [-0.204, 0.052, 0.078], [0.113, -0.275, -0.050], [-0.165, -0.126, 0.004], [0.064, -0.188, -0.020], [0.041, -0.062, -0.045], [0.196, 0.064, 0.633]], "lowdin_charge": [0.368, 0.154, -0.457, -0.424, -0.468, -0.462, -0.119, -0.698, -0.114, -0.265, 0.062, 0.048, 0.058, 0.109, 0.038, 0.060, 0.051, -0.085, -0.381, -0.224, -0.193, -0.096, 0.044, 0.070, 0.065, 0.068, 0.135, 0.123, 0.116, 0.092, 0.099, 0.080, 0.066, 0.081], "lumo_ev": 4.67, "homo_ev": -0.20, "total_charge": -2}

***

# 2
{"formula": "C7H18FNO5P2S2Sr", "method": "ωB97M-V/def2-TZVPD", "symbols": ["C", "C", "O", "P", "O", "C", "C", "C", "N", "P", "S", "S", "O", "O", "F", "O", "C", "C", "H", "H", "H", "H", "H", "H", "H", "H", "H", "H", "H", "H", "H", "H", "H", "H", "H", "H", "Sr"], "coordinates": [[3.30381, -1.97827, 1.54865], [2.11702, -1.37915, 0.80726], [1.63455, -2.26711, -0.27009], [0.13990, -2.16819, -0.64793], [-0.21562, -3.43459, -1.40313], [-0.17221, -0.74246, -1.86195], [0.35239, 0.55691, -1.19245], [-0.45805, 1.81581, -1.57603], [-0.37131, 2.94199, -0.62086], [1.27027, 3.39002, -0.14410], [2.14185, 4.57165, -1.37730], [-1.37881, 2.74968, 0.69499], [-1.53633, 4.00124, 1.27426], [-0.85576, 1.77270, 1.58719], [-2.74370, 2.31859, 0.09843], [-0.79859, -2.10349, 0.60910], [-1.99550, -1.27807, 0.48048], [-2.83273, -1.52564, 1.72981], [3.96584, -1.14363, 1.77794], [3.88434, -2.65311, 0.92574], [2.99685, -2.41521, 2.49320], [2.47007, -0.46191, 0.33507], [1.33915, -1.06912, 1.50469], [-1.25450, -0.67922, -2.15710], [0.50353, -0.94948, -2.74532], [0.26251, 0.41489, -0.11579], [1.39547, 0.70786, -1.45796], [-1.51037, 1.51641, -1.60301], [-0.24196, 2.16045, -2.58665], [2.05501, 2.24214, 0.08611], [1.09195, 4.01263, 1.10378], [-2.59214, -1.56422, -0.39699], [-1.72074, -0.22592, 0.46105], [-3.47919, -0.67863, 1.94247], [-2.13233, -1.65775, 2.55278], [-3.41846, -2.43668, 1.64448], [-1.21620, -2.36114, -3.50086]], "forces_ev_per_a": [[-0.259, 0.403, -0.039], [1.501, 0.842, 0.403], [-0.644, 1.053, 0.740], [-0.794, -2.947, -0.854], [-0.596, 1.513, -1.756], [1.364, 0.461, 0.955], [-0.658, 0.323, -0.270], [-0.563, -0.411, -0.161], [-0.396, -1.613, 0.085], [1.061, 2.208, -0.545], [-0.255, -0.563, -0.151], [1.605, 1.247, 1.567], [-0.777, 1.929, 0.064], [-0.411, -1.908, -0.699], [0.329, -0.521, -0.450], [0.622, 1.375, -0.805], [-1.051, -0.019, 1.172], [0.425, -0.199, -0.132], [0.047, -0.024, 0.151], [-0.149, -0.214, 0.032], [0.107, -0.394, -0.108], [-0.117, -0.132, -0.359], [-0.360, -0.471, -0.171], [0.751, 0.880, 0.866], [-0.478, 0.297, 0.610], [0.188, 0.226, 0.081], [0.116, -0.243, 0.073], [-0.001, 0.150, -0.053], [0.348, 0.190, 0.087], [-0.678, -0.279, 0.261], [-0.412, -0.619, 0.047], [0.313, -0.049, -0.152], [0.192, -0.032, -0.202], [-0.062, 0.007, -0.044], [-0.125, 0.148, 0.169], [-0.069, -0.003, -0.010], [-0.110, -2.611, -0.402]], "lowdin_charge": [-0.031, -0.218, -0.122, 0.472, -0.387, -0.342, -0.235, -0.238, -0.374, 0.319, 0.242, 0.512, -0.190, -0.246, -0.101, -0.144, -0.239, -0.021, 0.092, 0.095, 0.090, 0.102, 0.123, 0.021, 0.087, 0.071, 0.116, 0.103, 0.132, -0.016, 0.016, 0.115, 0.079, 0.096, 0.100, 0.092, 1.828], "lumo_ev": -8.92, "homo_ev": -13.92, "total_charge": 2}

***

# 3
{"formula": "C7H18N2O", "method": "ωB97M-V/def2-TZVPD", "symbols": ["C", "C", "C", "C", "C", "C", "C", "N", "N", "O", "H", "H", "H", "H", "H", "H", "H", "H", "H", "H", "H", "H", "H", "H", "H", "H", "H", "H"], "coordinates": [[0.02799, -0.78077, 0.54948], [-0.49422, 0.58753, 0.12114], [0.32787, 1.26858, -1.20061], [-1.21086, -1.44244, 1.55041], [0.27649, -1.81513, -0.53923], [-0.04523, 0.67417, -2.55605], [1.83716, 1.40785, -1.05086], [-0.43204, 1.58635, 1.18477], [-1.51242, -0.66392, 2.75165], [1.18613, -0.71466, 1.36476], [1.84074, -0.13314, 0.94857], [-1.52320, 0.49743, -0.23928], [-0.08138, 2.28890, -1.21324], [-0.99563, 1.29831, 1.99153], [0.48762, 1.65401, 1.62613], [-2.30454, -0.03707, 2.60036], [-1.75775, -1.31323, 3.49817], [-0.84372, -2.42427, 1.87149], [-2.12627, -1.60976, 0.97554], [-0.57815, -1.89953, -1.21493], [1.18013, -1.59324, -1.11052], [0.45890, -2.79957, -0.09383], [-1.13013, 0.57253, -2.66257], [0.42393, -0.29333, -2.74438], [0.29021, 1.33363, -3.36746], [2.24531, 2.07566, -1.82046], [2.10866, 1.83166, -0.07978], [2.34441, 0.44346, -1.14081]], "forces_ev_per_a": [[-2.181, -1.616, 1.747], [2.210, 1.355, -1.983], [-1.371, -0.207, 1.217], [1.820, 0.624, -0.842], [-0.191, -0.117, -0.048], [0.029, -0.100, -0.139], [0.001, -0.173, 0.301], [-0.397, 0.211, 0.677], [-0.171, -0.186, 0.084], [0.037, 0.333, 0.115], [-0.252, -0.237, 0.027], [0.059, -0.022, 0.133], [0.016, -0.202, 0.262], [0.213, 0.059, -0.588], [-0.093, -0.202, -0.583], [0.176, -0.433, 0.148], [0.007, 0.449, -0.136], [0.093, 0.213, -0.144], [0.287, 0.033, -0.498], [0.100, 0.011, -0.062], [-0.147, 0.191, -0.063], [-0.146, 0.185, 0.102], [0.108, -0.082, 0.034], [-0.117, 0.004, 0.060], [-0.031, -0.005, 0.195], [-0.098, -0.173, 0.128], [-0.004, 0.101, -0.037], [0.045, -0.013, -0.106]], "lowdin_charge": [-0.482, -0.274, -0.340, -0.169, -0.041, -0.098, -0.088, 0.042, -0.023, -0.020, 0.076, 0.136, 0.120, 0.047, 0.074, 0.070, 0.072, 0.106, 0.103, 0.089, 0.073, 0.086, 0.078, 0.059, 0.078, 0.084, 0.072, 0.071], "smiles": "CC(C)[C@H](N)[C@@](C)(O)CN", "relative_energy_kj_mol": 135.2, "lumo_ev": 0.88, "homo_ev": -8.62}

***

# 4
{"formula": "C7H18NO2P", "method": "ωB97M-V/def2-TZVPD", "symbols": ["C", "C", "C", "C", "C", "C", "C", "N", "O", "O", "P", "H", "H", "H", "H", "H", "H", "H", "H", "H", "H", "H", "H", "H", "H", "H", "H", "H", "H"], "coordinates": [[-0.62837, 2.63202, 0.67760], [-1.81568, -1.48465, -0.64767], [-1.47951, -1.22796, 1.84203], [3.96902, 0.16851, -0.67157], [-1.15299, 1.33774, 0.05590], [1.06146, 0.22570, -0.77328], [-0.82967, -1.09201, 0.46038], [-0.26688, 0.23971, 0.34597], [2.51527, 1.21893, 1.28341], [2.40976, -1.33946, 1.10002], [2.46637, -0.08473, 0.34276], [-0.59805, 2.54173, 1.75914], [0.37588, 2.85220, 0.32584], [-1.27819, 3.46027, 0.41411], [-2.75388, -0.94402, -0.54563], [-1.40082, -1.27162, -1.63013], [-2.02933, -2.54733, -0.58660], [-2.38093, -0.62359, 1.92328], [-0.77442, -0.90819, 2.60504], [-1.74174, -2.26650, 2.02406], [4.83470, 0.00197, -0.03680], [3.98160, -0.55838, -1.47946], [3.99480, 1.17511, -1.07652], [-1.31496, 1.48586, -1.02453], [-2.12281, 1.10979, 0.50406], [0.88050, -0.56963, -1.48444], [1.08698, 1.20332, -1.23338], [0.02553, -1.77495, 0.43870], [1.91333, 1.05540, 2.01432]], "forces_ev_per_a": [[-0.186, -0.265, -0.273], [0.305, 0.123, 0.219], [0.248, -0.050, -0.258], [-0.648, -0.196, 0.482], [-0.057, 0.401, 0.001], [-2.800, -0.230, 3.001], [-0.297, -0.368, 0.117], [3.521, 0.085, -2.122], [0.164, -0.041, -0.353], [-0.164, -0.483, -0.032], [0.611, 0.715, -0.762], [0.031, -0.024, 0.150], [0.132, 0.056, -0.028], [-0.079, 0.215, -0.020], [-0.121, 0.073, -0.031], [0.017, -0.018, -0.171], [-0.078, -0.152, -0.038], [-0.120, 0.054, 0.006], [0.040, -0.013, 0.081], [-0.124, -0.118, 0.057], [0.080, 0.012, 0.064], [-0.020, -0.059, -0.074], [-0.005, 0.123, -0.045], [-0.092, -0.072, 0.097], [-0.052, -0.012, -0.078], [0.018, -0.109, -0.199], [0.075, 0.166, -0.116], [-0.116, 0.060, 0.024], [-0.284, 0.128, 0.303]], "lowdin_charge": [-0.084, -0.059, -0.054, -0.149, -0.297, -0.111, -0.469, -0.136, -0.164, -0.308, 0.482, 0.072, 0.057, 0.068, 0.072, 0.068, 0.077, 0.069, 0.076, 0.078, 0.052, 0.050, 0.048, 0.115, 0.109, 0.076, 0.075, 0.118, 0.071], "smiles": "CCN(C[P@](C)(=O)O)C(C)C", "relative_energy_kj_mol": 0.0, "lumo_ev": 0.83, "homo_ev": -8.68}

***

# 5
{"formula": "C7H19BrNO2PSb", "method": "ωB97M-V/def2-TZVPD", "symbols": ["C", "P", "O", "Sb", "C", "C", "C", "C", "N", "C", "C", "O", "Br", "H", "H", "H", "H", "H", "H", "H", "H", "H", "H", "H", "H", "H", "H", "H", "H", "H", "H", "H"], "coordinates": [[-0.79451, 2.75195, 0.76491], [-0.31642, 1.31595, 1.86612], [-1.37848, 1.45270, 3.18999], [-1.03873, -0.78328, 0.50907], [1.06260, -1.51209, 0.66120], [1.67048, -1.94530, -0.67912], [3.04172, -1.32526, -0.92214], [3.04769, 0.19286, -1.00694], [2.07248, 0.70439, -1.97372], [-3.14809, 0.03153, 0.44123], [-4.07704, -0.33986, -0.65862], [-4.79484, 0.43435, -1.25652], [-4.20290, -2.22233, -1.23604], [-1.21336, 2.42038, -0.17656], [-1.52456, 3.37103, 1.27518], [0.07917, 3.35957, 0.59713], [-1.69093, 2.35375, 3.24137], [-1.41055, -1.55821, 2.07274], [-1.45476, -2.26704, -0.30840], [-0.67727, 0.06118, -0.99727], [1.66573, -0.76642, 1.15342], [0.99077, -2.35263, 1.33996], [1.00931, -1.69391, -1.49994], [1.81839, -3.01550, -0.66005], [3.48141, -1.70183, -1.83729], [3.67149, -1.59764, -0.08115], [2.88353, 0.61703, -0.02715], [4.04313, 0.50761, -1.31254], [1.38704, 1.28407, -1.51713], [2.51470, 1.27707, -2.67379], [-3.66529, -0.15585, 1.37389], [-3.05189, 1.10171, 0.33814]], "forces_ev_per_a": [[-0.109, -0.496, 0.578], [0.718, 0.319, 0.278], [-0.099, -0.221, -0.423], [0.430, -1.078, 0.528], [-0.368, -0.111, -0.445], [0.225, 0.374, 0.597], [-0.343, 0.291, 0.115], [0.035, -0.031, -0.373], [0.075, 0.055, -0.060], [-0.506, -0.483, -0.850], [-1.091, 2.013, -0.482], [1.101, -1.258, 0.515], [-0.020, -0.149, 0.202], [-0.118, -0.060, -0.385], [-0.292, 0.187, 0.071], [0.302, 0.251, -0.214], [-0.193, 0.307, 0.126], [-0.040, 0.167, 0.029], [-0.010, 0.159, -0.147], [-0.064, 0.262, -0.109], [0.201, 0.389, 0.211], [-0.084, -0.242, 0.238], [-0.199, 0.002, -0.362], [-0.154, -0.449, -0.226], [0.152, -0.309, -0.301], [0.407, -0.194, 0.122], [-0.170, 0.183, 0.372], [0.272, 0.078, 0.045], [-0.320, -0.063, 0.027], [0.099, 0.083, -0.099], [0.155, -0.432, 0.392], [0.002, 0.456, 0.031]], "lowdin_charge": [-0.390, 0.635, -0.460, 0.799, -0.437, -0.326, -0.241, -0.298, 0.009, -0.405, -0.874, -0.048, 0.571, -0.009, 0.012, -0.006, -0.004, -0.081, -0.101, -0.060, -0.005, 0.024, 0.062, 0.087, 0.094, 0.101, 0.088, 0.095, 0.036, 0.049, 0.058, 0.026], "lumo_ev": 3.15, "homo_ev": -3.30, "total_charge": -1}

***

# 6
{"formula": "C7H19INO3", "method": "ωB97M-V/def2-TZVPD", "symbols": ["I", "C", "O", "C", "C", "N", "C", "C", "O", "C", "H", "H", "H", "H", "H", "H", "H", "H", "H", "H", "H", "H", "H", "H", "H", "C", "O", "H", "H", "H", "H"], "coordinates": [[-2.51329, -8.24946, 27.43028], [-4.75155, -14.66384, 29.58790], [-3.34068, -14.82314, 29.78270], [-2.66443, -14.25971, 28.59523], [-2.14118, -12.78749, 28.82179], [-3.16961, -11.76220, 28.73547], [-3.76486, -11.53634, 27.38896], [-4.65606, -10.27605, 27.48488], [-5.22604, -10.17476, 26.17550], [-6.35123, -10.97384, 25.92919], [-5.31866, -14.59463, 30.51617], [-5.11139, -15.39627, 28.86530], [-5.06046, -13.66200, 29.28956], [-3.22383, -14.35275, 27.66436], [-1.72246, -14.80256, 28.51715], [-1.48867, -12.64719, 27.96002], [-1.55621, -12.80402, 29.74138], [-2.67951, -10.90657, 28.95409], [-4.32134, -12.41503, 27.06285], [-2.93724, -11.29197, 26.72305], [-4.00475, -9.40335, 27.53277], [-5.33498, -10.14724, 28.32783], [-6.71804, -10.88834, 24.90634], [-7.21616, -10.69617, 26.53161], [-6.13448, -12.03511, 26.05101], [-1.00340, -9.48416, 30.23096], [-1.17733, -10.25481, 29.06736], [-0.56352, -8.54481, 29.89595], [-1.98116, -9.13422, 30.56203], [-0.48759, -10.04751, 31.00858], [-1.53426, -9.62334, 28.43851]], "forces_ev_per_a": [[2.116, 4.296, -1.436], [0.022, 0.873, 0.395], [-0.720, 0.948, -1.688], [1.134, 0.926, 1.964], [-1.599, -1.377, -1.563], [-1.345, -0.831, 0.369], [0.323, 0.450, 2.554], [-0.022, -1.629, -1.468], [-1.131, 0.537, -0.365], [-0.058, -0.130, -0.019], [0.347, -1.326, 0.525], [-0.311, -0.137, 0.202], [0.735, 0.309, -0.987], [-0.317, -0.161, 0.192], [-0.154, -0.480, -0.165], [0.820, -0.033, -0.093], [-0.251, 0.439, -0.003], [-0.255, -0.161, 0.299], [0.044, -0.009, -0.129], [-0.093, -0.053, -0.708], [-1.559, -1.467, 0.203], [-0.545, -0.766, -0.045], [0.477, 0.410, -0.291], [-0.037, -0.009, 0.507], [-0.043, -0.246, 0.318], [-0.645, 0.643, -0.696], [2.269, -1.383, 1.889], [0.862, 0.094, 0.628], [-0.289, -0.264, 0.626], [0.153, 0.220, -0.145], [0.072, 0.316, -0.869]], "lowdin_charge": [0.410, -0.140, -0.193, -0.183, -0.212, -0.076, -0.198, -0.348, -0.213, -0.147, 0.076, 0.080, 0.067, 0.101, 0.101, 0.103, 0.116, 0.019, 0.087, 0.101, -0.281, 0.122, 0.075, 0.076, 0.067, -0.201, -0.314, 0.048, 0.059, 0.076, -0.276], "relative_energy_kj_mol": 238.6, "lumo_ev": 3.28, "homo_ev": -3.60, "total_charge": -1}

***

no.,Kohn-Sham gap (eV)
1,4.87
2,5.01
3,9.50
4,9.51
5,6.45
6,6.88